# 1
DFT (ωB97M-V/def2-TZVPD) results for 8 unconnected molecules or ions with the total composition C38H89F6N10O4P in a non-equilibrium geometry.

Positions of all 148 atoms, in Å:
C: -1.330881 3.635419 1.819291
C: -1.590096 3.665172 0.306647
N: -0.681709 4.409618 -0.428169
C: 0.576642 3.983213 -0.802987
C: 1.126281 5.101904 -1.439911
N: 0.235744 6.161884 -1.453738
C: -0.859720 5.711830 -0.859512
C: 0.504328 7.581260 -1.897984
H: -0.269213 3.478569 2.010020
H: -1.828498 2.759758 2.236048
H: -1.626306 4.453417 2.476340
H: -2.586353 4.050456 0.089566
H: -1.591713 2.654471 -0.101515
H: 0.979745 3.019316 -0.529475
H: 2.116206 5.221557 -1.854806
H: -1.639156 6.366904 -0.499304
H: 1.572639 7.793997 -1.937336
H: -0.039433 8.221392 -1.203249
H: 0.170534 7.627974 -2.934560
C: 3.625929 -0.904708 2.178615
C: 4.382609 0.271453 1.498070
N: 5.033806 1.060334 2.521600
C: 6.343797 0.973586 2.925769
C: 6.590411 1.915839 3.899663
N: 5.467404 2.693720 3.921961
C: 4.486281 2.144456 3.139782
C: 5.328960 3.858616 4.771809
H: 2.720399 -0.561803 2.679144
H: 4.097694 -1.608550 2.864274
H: 3.112107 -1.519637 1.439730
H: 3.711411 0.804201 0.824432
H: 5.165060 -0.121116 0.848644
H: 6.952408 0.133876 2.624283
H: 7.394363 2.095901 4.597987
H: 3.422563 2.328168 3.106059
H: 6.284178 4.376359 4.858985
H: 5.050898 3.495620 5.761261
H: 4.405419 4.376261 4.512547
C: -1.101918 2.943564 -3.826178
C: -2.365356 2.062879 -3.878708
N: -2.273324 0.953961 -4.858833
C: -2.439775 1.120197 -6.254067
C: -2.310629 -0.146883 -6.880773
N: -2.044410 -1.058529 -5.847962
C: -2.040756 -0.350958 -4.614998
C: -1.872235 -2.499117 -5.964174
H: -0.272347 2.718213 -3.155999
H: -1.261104 3.973721 -3.507543
H: -0.693621 3.060765 -4.829993
H: -3.294779 2.558441 -4.159225
H: -2.571022 1.551481 -2.938354
H: -2.699510 2.086155 -6.661319
H: -2.482812 -0.488987 -7.890588
H: -2.069192 -0.812861 -3.639167
H: -2.767464 -2.921972 -6.420089
H: -1.592251 -3.065383 -5.075887
H: -1.133800 -2.698373 -6.740774
C: -6.899462 -1.604875 2.633781
N: -6.353870 -2.043801 1.198525
C: -4.997763 -1.276106 1.100665
C: -5.936539 -3.499068 1.296352
C: -7.245409 -1.660166 -0.000282
C: -8.561240 -2.329126 -0.159522
O: -9.446350 -2.048633 0.944296
H: -6.206759 -1.904931 3.420047
H: -7.809634 -2.174542 2.821296
H: -7.129403 -0.543371 2.541936
H: -4.517137 -1.491129 2.055063
H: -5.153342 -0.197757 1.068421
H: -4.318959 -1.498257 0.277282
H: -5.371278 -3.736820 2.197492
H: -5.419563 -3.741432 0.367862
H: -6.831752 -4.099965 1.136298
H: -6.645048 -1.822114 -0.895522
H: -7.530036 -0.611471 0.085263
H: -8.451443 -3.413536 -0.149699
H: -9.132310 -2.134064 -1.067231
H: -10.069143 -1.347341 0.739541
C: 4.664019 0.226543 -5.207974
N: 4.929987 1.162883 -4.004563
C: 5.509446 0.236535 -2.935538
C: 6.110590 1.993590 -4.424132
C: 3.723377 2.051827 -3.609490
C: 2.595356 1.246827 -3.049917
O: 2.843936 0.801569 -1.793504
H: 5.454081 -0.473586 -5.479488
H: 4.495461 0.908770 -6.041202
H: 3.678671 -0.223748 -5.087940
H: 6.532478 -0.051463 -3.177541
H: 4.850375 -0.630048 -2.882880
H: 5.488119 0.593711 -1.905945
H: 6.465675 2.470263 -3.510453
H: 5.713255 2.768997 -5.079083
H: 6.877292 1.407072 -4.930341
H: 3.349655 2.665972 -4.428791
H: 4.148009 2.634967 -2.792334
H: 2.272047 0.412153 -3.671929
H: 1.745122 1.924386 -2.971709
H: 2.153268 0.208200 -1.489399
C: -0.368826 -1.651173 3.963829
N: -0.921549 -0.695896 5.053820
C: -1.400647 0.615156 4.383704
C: -2.199485 -1.325917 5.631461
C: 0.179430 -0.408478 6.180429
C: 1.528667 -0.042508 5.567260
O: 2.270774 -1.181399 5.236044
H: 0.201966 -0.963983 3.339290
H: -1.208050 -1.907855 3.317352
H: 0.112640 -2.521049 4.410600
H: -2.143101 0.515471 3.591931
H: -0.563332 1.182738 3.977673
H: -1.798318 1.259852 5.167487
H: -2.994865 -1.268282 4.888396
H: -2.406131 -0.663558 6.472105
H: -1.923421 -2.359952 5.837976
H: 0.141770 -1.116018 7.008728
H: -0.170710 0.521431 6.628493
H: 2.159457 0.593086 6.188721
H: 1.538892 0.494906 4.619001
H: 3.036525 -1.233548 5.812674
C: 0.936141 -6.189530 -0.152076
N: 0.193250 -4.805614 -0.072929
C: -1.336221 -5.082800 -0.363885
C: 0.250374 -4.363210 1.391536
C: 0.761576 -3.787899 -1.066578
C: 2.198824 -3.616133 -1.383971
O: 2.925617 -3.491882 -0.130080
H: 0.769270 -6.689570 -1.106135
H: 0.425629 -6.833666 0.563870
H: 1.946624 -5.938450 0.170373
H: -1.784422 -4.139857 -0.050738
H: -1.729428 -5.850703 0.302311
H: -1.483178 -5.220342 -1.435145
H: 1.288095 -4.426789 1.718956
H: -0.451060 -4.917621 2.015000
H: -0.078163 -3.323910 1.396197
H: 0.372461 -2.810801 -0.780277
H: 0.293202 -4.034804 -2.019345
H: 2.312333 -2.779587 -2.073481
H: 2.567201 -4.466318 -1.958072
H: 3.876876 -3.598155 -0.203660
P: -0.936709 -0.163436 0.022780
F: -1.476000 -1.506041 0.804877
F: 0.627793 -0.634212 0.077614
F: -1.116551 -1.056964 -1.284910
F: -0.416550 1.058608 -0.958048
F: -2.440662 0.377052 -0.103006
F: -0.670216 0.595692 1.438786

Cartesian forces (eV/Å) of the 6 atoms listed first:
C 0.3 -0.7 0.4
C -2.5 -1.1 1.6
N 1.8 3.2 -2.2
C 0.1 2.9 -0.8
C 0.6 -1.0 0.2
N 0.7 -1.3 0.6

Calculated values
Frontier orbital gap = 0.3562 Eh
Total charge = +6

---

# 2
DFT (ωB97M-V/def2-TZVPD) results for 11 unconnected molecules or ions with the total composition C38H91NO32P6S4 in a non-equilibrium geometry.

Positions of all 172 atoms, in Å:
C: 2.930120 17.968110 -6.549830
C: 3.919010 17.894180 -5.366190
C: 4.382720 16.442160 -5.253660
S: 2.893540 15.353150 -5.488070
O: 2.395680 15.055960 -4.152140
O: 3.168540 14.280800 -6.491370
C: 1.950210 16.789680 -6.218080
H: 3.426520 17.836960 -7.511330
H: 2.387000 18.913160 -6.547660
H: 3.536730 18.340080 -4.447960
H: 4.781000 18.536460 -5.546570
H: 4.998800 16.119710 -4.414270
H: 5.100800 16.288650 -6.059200
H: 1.202170 17.111900 -5.493710
H: 1.378150 16.392130 -7.056410
C: 9.366910 13.249780 1.715420
C: 9.066300 12.241930 2.821490
C: 8.849190 10.812620 2.259430
S: 7.995910 11.162730 0.603410
O: 6.549410 10.933050 0.787380
O: 8.628320 10.533100 -0.570660
C: 8.328100 12.976260 0.593870
H: 10.371160 13.159880 1.301280
H: 9.218230 14.251130 2.119510
H: 8.203300 12.588200 3.390190
H: 9.889450 12.166650 3.532020
H: 8.327620 10.049340 2.836900
H: 9.851400 10.451150 2.029140
H: 7.387530 13.460760 0.855970
H: 8.578120 13.287250 -0.420470
C: 4.252620 17.743870 -0.826340
C: 3.575940 17.677560 0.503060
C: 3.957090 16.397990 1.239650
S: 3.931830 15.149900 -0.103620
O: 2.683410 14.380720 -0.096870
O: 5.247330 14.450010 -0.059940
C: 3.890880 16.421590 -1.516660
H: 5.336130 17.833010 -0.747880
H: 3.891130 18.558470 -1.453910
H: 2.495750 17.704780 0.359750
H: 3.690970 18.594270 1.081420
H: 3.235350 16.031180 1.969470
H: 4.995610 16.546950 1.535240
H: 2.850990 16.495720 -1.834840
H: 4.461920 15.989850 -2.338620
C: -0.264460 13.903490 1.381860
C: -0.631160 15.423550 1.441430
C: -1.131320 15.680250 2.942280
S: 0.292580 14.944210 3.852450
O: -0.180320 14.352580 5.150450
O: 1.440830 15.805750 3.765220
C: 0.573480 13.561500 2.662550
H: 0.261920 13.737540 0.441920
H: -1.173310 13.302210 1.358490
H: -1.402600 15.829170 0.786870
H: 0.285270 15.989300 1.273520
H: -1.988810 15.075850 3.238110
H: -1.326790 16.674880 3.343050
H: 0.332780 12.612110 3.140890
H: 1.655350 13.644720 2.558920
C: 4.389840 14.096320 7.739820
O: 4.046160 14.074780 6.336440
P: 4.516750 12.830940 5.337820
O: 5.985350 12.584220 5.316060
O: 3.623850 11.571510 5.848300
C: 2.269570 11.616820 6.070080
O: 3.934300 13.280900 3.860750
C: 4.109410 12.358770 2.780970
H: 3.924450 14.873820 8.345640
H: 5.477370 14.164930 7.765590
H: 4.033130 13.173270 8.196800
H: 1.844330 10.743440 5.575630
H: 1.795730 12.462300 5.571350
H: 1.994610 11.614230 7.124820
H: 3.362670 11.565030 2.802330
H: 5.109100 11.924620 2.795840
H: 4.007200 12.778100 1.780070
C: -1.529340 20.989620 -0.295910
O: -1.388100 20.116650 -1.466780
P: -1.189640 18.443960 -1.249860
O: -0.266650 17.989570 -0.205710
O: -2.730010 17.930310 -1.135040
C: -3.688520 18.544100 -1.979610
O: -0.744220 17.926850 -2.765760
C: 0.413080 18.519100 -3.396430
H: -1.132580 21.970490 -0.557760
H: -0.816770 20.749690 0.493260
H: -2.517850 20.977420 0.163230
H: -3.479190 18.592020 -3.048250
H: -4.197780 19.442350 -1.630470
H: -4.450800 17.765000 -1.973780
H: 0.133630 18.931170 -4.366080
H: 1.155360 17.730020 -3.516750
H: 0.853560 19.274320 -2.745480
C: 2.277460 23.383230 3.630130
O: 3.050860 22.241130 3.441320
P: 2.522930 20.757680 3.861560
O: 2.225500 20.652060 5.319460
O: 1.330460 20.420250 2.790560
C: 0.561550 19.248970 2.824460
O: 3.723240 19.753980 3.399450
C: 4.137320 18.607300 4.157360
H: 2.321980 23.919390 2.682160
H: 2.706420 24.126580 4.302080
H: 1.215390 23.201870 3.795130
H: 0.792190 18.654840 1.940200
H: -0.495820 19.471190 2.680590
H: 0.684540 18.724390 3.771970
H: 4.528690 17.907420 3.419050
H: 3.336660 18.211940 4.782440
H: 4.913050 18.815860 4.894140
C: 4.338030 12.429960 -3.269850
O: 5.445700 13.169420 -3.052610
P: 6.803520 12.942170 -3.948510
O: 6.612520 12.307570 -5.290570
O: 7.419400 14.469270 -3.896580
C: 7.677690 15.153240 -2.651730
O: 7.776620 12.008680 -2.920370
C: 9.110420 11.711210 -3.183120
H: 4.444710 11.837580 -4.178590
H: 3.549910 13.136210 -3.530970
H: 4.006890 11.698360 -2.532830
H: 8.737390 15.344230 -2.482450
H: 7.411090 14.581410 -1.762890
H: 7.156420 16.110450 -2.640370
H: 9.690150 12.496460 -2.697940
H: 9.394970 11.775410 -4.233370
H: 9.400610 10.705190 -2.880130
C: 3.555120 26.084700 -0.734980
O: 3.607630 24.725840 -0.982920
P: 2.667420 23.832130 -1.948530
O: 1.259820 24.217100 -2.126370
O: 3.568380 23.855790 -3.333670
C: 4.976940 23.716990 -3.278570
O: 2.874120 22.326020 -1.398810
C: 1.980970 21.707360 -0.466400
H: 4.511570 26.556030 -0.961180
H: 3.413670 26.233540 0.335510
H: 2.833420 26.595830 -1.372160
H: 5.185500 23.035960 -4.103680
H: 5.336810 23.236450 -2.368810
H: 5.524490 24.653950 -3.380540
H: 1.301140 20.994900 -0.933650
H: 1.308360 22.387140 0.056680
H: 2.447140 21.091410 0.302610
C: -0.186550 9.652650 -2.291920
O: -0.835810 10.289300 -3.416670
P: -0.581640 11.828150 -3.802880
O: -1.457030 12.290310 -4.878250
O: 1.025720 11.817950 -4.165350
C: 1.517720 11.525580 -5.460590
O: -0.627970 12.606220 -2.390470
C: -0.278360 14.000430 -2.457920
H: 0.461200 8.857040 -2.660080
H: -0.888900 9.175820 -1.608230
H: 0.403790 10.346430 -1.693370
H: 2.208960 12.147330 -6.029560
H: 0.719780 11.338470 -6.179180
H: 1.884730 10.502790 -5.375140
H: 0.532800 14.330020 -1.808690
H: -1.155440 14.578150 -2.166240
H: -0.036080 14.365440 -3.456000
N: 8.246680 16.997420 0.732730
C: 7.737770 17.005730 2.022860
C: 7.209050 18.254430 2.356600
C: 7.051770 18.902750 1.125110
C: 7.804520 18.186060 0.182200
H: 8.777970 16.288570 0.247580
H: 7.712920 16.132150 2.657410
H: 6.767160 18.527930 3.303350
H: 6.580020 19.860560 0.962450
H: 7.972600 18.227840 -0.883820

Cartesian forces (eV/Å) of the 6 atoms listed first:
C -0.5 -1.3 1.3
C 0.7 0.4 -0.1
C 0.5 -0.4 -0.6
S 1.6 0.4 -1.6
O -0.1 0.0 -0.8
O -0.8 2.4 2.3

Calculated values
Frontier orbital gap (spin up / spin down) = 0.2866 / 0.1456 Eh
Total charge = +1
Spin multiplicity = 2